1.
Molecular formula: C4H13N2S
Method: DFT, ωB97M-V/def2-TZVPD

Its frontier orbital gap is 6.5 eV. As for the net charge: -1. The relative energy (zero: lowest compared OMol25 entry of this formula, charge and spin) is 0.5785 eV.

Element x y z (Å)
C -0.45764 2.20492 1.41274
C -1.68801 2.05660 0.52133
S -1.47651 0.96941 -0.90893
N 0.78615 2.51275 0.69291
H -0.25638 1.23087 1.87900
H -0.62741 2.86995 2.26844
H -2.01283 3.06614 0.20928
H -2.52354 1.68218 1.12717
H 0.94933 3.50859 0.66642
H 0.65047 2.19554 -0.26762
C 0.49599 -2.47618 0.33182
C 0.53709 -1.71652 -0.97731
N 1.31830 -2.50546 -1.95400
H 1.51306 -2.64222 0.70597
H -0.10053 -1.97085 1.09323
H 0.05706 -3.47218 0.20498
H -0.46732 -1.42119 -1.26919
H 1.05989 -0.78088 -0.76489
H 0.81820 -3.35793 -2.17824
H 1.42464 -1.95354 -2.79312

---

2.
Molecular formula: C41H59Br3KN5OS5Se
Method: DFT, ωB97M-V/def2-TZVPD

Its frontier orbital gap is 6.0 eV. As for the net charge: -2. The relative energy (zero: lowest compared OMol25 entry of this formula, charge and spin) is 1.0720 eV.

Element x y z (Å)
K 0.72755 -0.62188 -1.19009
C 5.66853 6.35088 -1.29574
C 4.85836 5.83294 -0.10647
C 5.79026 5.77364 1.10994
C 3.73137 6.83219 0.18201
C 4.25910 4.45878 -0.37760
C 3.65522 3.74610 0.65677
C 3.09917 2.51878 0.40994
Br 2.23333 1.61259 1.84608
C 3.07110 1.86792 -0.85536
O 2.58791 0.69587 -0.94778
C 3.62186 2.64476 -1.91786
C 4.20915 3.87505 -1.63525
C 3.68479 2.14448 -3.36767
C 5.04709 1.47201 -3.59456
C 3.54936 3.31964 -4.35149
C 2.58846 1.14531 -3.74166
H 6.13912 7.30100 -1.03503
H 5.03890 6.52231 -2.16819
H 6.45211 5.64768 -1.57855
H 6.29932 6.72917 1.24733
H 6.54198 4.99521 0.98071
H 5.24251 5.55573 2.02520
H 4.12954 7.83008 0.37319
H 3.15468 6.52247 1.05137
H 3.04725 6.88807 -0.66325
H 3.60935 4.14208 1.66261
H 4.65072 4.40934 -2.45961
H 5.86313 2.15790 -3.36173
H 5.15073 1.14297 -4.63002
H 5.14601 0.59508 -2.95376
H 4.44190 3.94247 -4.39391
H 2.70635 3.95538 -4.08279
H 3.37883 2.93221 -5.35586
H 2.65721 0.20446 -3.21226
H 2.65015 0.92636 -4.80947
H 1.59719 1.56150 -3.54789
N -1.21887 1.00781 2.74386
C -2.40713 0.26013 3.13706
C -2.01200 -1.05670 3.78642
C -1.72813 -2.18411 2.79986
N -0.90366 -1.77005 1.68099
H -0.88204 1.58544 3.50539
H -1.45952 1.62696 1.98148
H -2.99011 0.07588 2.23550
H -3.05519 0.83147 3.82132
H -2.80319 -1.39726 4.45875
H -1.12768 -0.87587 4.40867
H -2.68295 -2.54116 2.39774
H -1.29607 -3.02747 3.36332
H -0.45829 -2.57441 1.25446
H -0.19627 -1.09844 1.95283
Br 1.16850 -2.44616 -3.64399
C 4.77958 -2.78353 5.29910
C 4.18237 -3.66986 4.21805
C 2.71688 -3.38138 3.91740
C 2.44895 -2.01287 3.29946
N 3.27463 -1.73802 2.13943
C 3.09001 -2.31969 0.93124
Se 1.97344 -3.72842 0.54008
N 3.86264 -1.66206 0.03666
C 3.95574 -1.91337 -1.39353
C 5.28645 -2.53884 -1.76682
C 5.37688 -4.01342 -1.38941
C 4.51345 -4.89618 -2.27651
C 4.50032 -0.61468 0.66315
C 5.31238 0.38844 0.16033
C 5.77740 1.33046 1.06131
C 5.44353 1.26686 2.41548
C 4.61773 0.27124 2.91252
C 4.14082 -0.66184 2.00815
H 5.81595 -3.04872 5.50800
H 4.21783 -2.87356 6.23182
H 4.77452 -1.73488 5.01026
H 4.27295 -4.71658 4.51815
H 4.75974 -3.56916 3.29546
H 2.12893 -3.43036 4.83992
H 2.32742 -4.14475 3.23876
H 2.65432 -1.21380 4.01405
H 1.39905 -1.92605 3.00556
H 3.78115 -0.95123 -1.88100
H 3.12424 -2.56169 -1.67042
H 6.09823 -1.97742 -1.29128
H 5.41243 -2.42430 -2.84714
H 5.07174 -4.13381 -0.34393
H 6.42082 -4.33609 -1.45007
H 3.46594 -4.60806 -2.23778
H 4.58205 -5.94039 -1.97550
H 4.82839 -4.82276 -3.31814
H 5.53260 0.45571 -0.89393
H 6.39357 2.14372 0.70230
H 5.81370 2.02627 3.08920
H 4.32880 0.26337 3.95167
Br -3.42980 -2.76302 -0.70861
C -2.87408 -1.78630 -2.24871
C -3.59289 -1.96326 -3.42180
C -3.19214 -1.23161 -4.52438
C -2.11264 -0.37171 -4.40576
C -1.47732 -0.29388 -3.18112
N -1.85208 -0.98717 -2.10796
H -4.42948 -2.64646 -3.45413
H -3.71724 -1.33637 -5.46391
H -1.75333 0.21149 -5.23915
H -0.63259 0.37033 -3.04777
C -4.09826 4.73066 -2.56687
S -4.76444 5.02537 -0.91308
C -5.54002 3.48914 -0.63232
C -4.89958 2.29925 -0.46861
S -3.23856 1.90940 -0.52070
S -6.01754 0.96855 -0.19015
C -7.51164 1.81656 -0.23101
S -9.00642 1.10920 0.00677
S -7.28361 3.47736 -0.55431
H -3.48002 5.58915 -2.81884
H -4.89591 4.62883 -3.29940
H -3.48019 3.83431 -2.54533

---

3.
Molecular formula: C6H15ClCuN2O9
Method: DFT, ωB97M-V/def2-TZVPD

Its frontier orbital gap is 7.8 eV. As for the net charge: -1.

Element x y z (Å)
Cu -1.15070 -0.07330 0.67331
Cl -0.41321 0.63612 3.63190
O 0.28575 1.23060 4.73080
O 0.43090 -0.39560 3.12435
O -1.68238 0.07192 3.98574
O -0.65445 1.59280 2.58997
N -1.11300 -3.19384 1.08541
O -1.78205 -2.75217 2.00703
O -0.97316 -4.36736 0.86104
O -0.51095 -2.37213 0.43772
C -3.15234 -1.69066 -1.31377
O -2.36471 -0.49446 -1.25475
C -1.54671 -0.24808 -2.36892
C -0.73748 1.05883 -2.12900
N 0.24303 1.01675 -1.00067
C 1.42814 0.17413 -1.17478
C 2.49265 0.43103 -0.08685
O 2.82770 1.84219 -0.22199
C 3.44208 2.40216 0.90860
H -2.62952 -2.63479 -1.46666
H -3.96764 -1.59833 -2.03129
H -3.71463 -1.63028 -0.38195
H -2.01436 -0.14059 -3.34762
H -0.84412 -1.07977 -2.42145
H -1.49400 1.82418 -1.95576
H -0.22052 1.38271 -3.03230
H 0.62871 1.95013 -0.98904
H 2.01342 0.30153 -2.08546
H 1.03805 -0.84276 -1.13164
H 3.31893 -0.27247 -0.18905
H 1.96525 0.29908 0.85790
H 2.76679 2.31703 1.75998
H 3.75194 3.44131 0.79786
H 4.33243 1.81419 1.13144

---

4.
Molecular formula: C3H2ClO3
Method: DFT, ωB97M-V/def2-TZVPD

Its frontier orbital gap (spin up / spin down) is 7.0 / 7.0 eV. As for the net charge: -1. The relative energy (zero: lowest compared OMol25 entry of this formula, charge and spin) is 3.4388 eV.

Element x y z (Å)
C 0.08869 -0.39864 -1.72352
C 0.00878 2.12019 1.81499
C 0.20189 -1.06570 -0.30992
O -1.03743 -0.13904 -2.11445
O 1.22463 -0.28994 -2.18183
O 1.15252 -1.20949 0.36335
Cl -1.28644 -2.04603 0.16941
H -1.04581 1.86095 1.97132
H 0.69317 1.16770 2.01065

---

5.
Molecular formula: C4H8O2
Method: DFT, ωB97M-V/def2-TZVPD

Its frontier orbital gap is 9.4 eV. The relative energy (zero: lowest compared OMol25 entry of this formula, charge and spin) is 3.1973 eV. As for the SMILES: C1=COCCO1.[H][H].

Element x y z (Å)
C 1.46755 -0.28408 -0.27823
C 0.48702 -0.78722 -1.02543
O -0.84323 -0.66682 -0.72499
C -1.01325 -0.50398 0.67056
C -0.04161 0.51606 1.28058
O 1.31285 0.25347 0.96114
H 2.49981 -0.32327 -0.59479
H 0.72633 -1.49963 -1.80223
H -0.86101 -1.49226 1.11839
H -2.04489 -0.17892 0.83732
H -0.11252 0.49205 2.37321
H -0.25185 1.53257 0.93582
H -0.47467 1.67147 -1.62720
H -0.85050 1.27055 -2.12416

---

6.
Molecular formula: C47H75NO33
Method: DFT, ωB97M-V/def2-TZVPD

Its frontier orbital gap is 10.2 eV. The relative energy (zero: lowest compared OMol25 entry of this formula, charge and spin) is 0.0000 eV. As for the SMILES: C[C@H]1COC(=O)O1.C[C@H]1COC(=O)O1.C[C@H]1COC(=O)O1.C[C@H]1COC(=O)O1.C[C@H]1COC(=O)O1.C[C@H]1COC(=O)O1.C[C@H]1COC(=O)O1.C[C@H]1COC(=O)O1.C[C@H]1COC(=O)O1.C[C@H]1COC(=O)O1.CCOC(C)=O.CN(C)C=O.

Element x y z (Å)
C 18.89946 12.31515 12.17041
C 17.70256 11.49661 11.85812
C 17.85144 10.00644 11.65531
O 16.71889 9.51763 12.47228
C 16.25928 10.41963 13.28190
O 15.39210 10.18516 14.12575
O 16.85952 11.63361 12.98398
H 19.62352 12.16724 11.37884
H 19.40344 12.05131 13.08424
H 18.71254 13.36389 12.20074
H 17.10730 11.90118 10.99999
H 18.71094 9.58442 12.16076
H 17.78216 9.69547 10.59736
C 11.75424 10.53941 19.97926
C 11.39593 11.34092 21.18262
C 9.97808 11.64554 21.46560
O 9.90360 11.59409 22.89609
C 10.95548 10.88814 23.43234
O 11.08908 10.68054 24.58240
O 11.75701 10.53157 22.38302
H 12.81658 10.35448 19.90681
H 11.49922 11.17908 19.13197
H 11.14469 9.65024 19.96212
H 12.04634 12.17609 21.34641
H 9.35559 10.85894 21.04658
H 9.77496 12.66646 21.15375
C 18.01298 12.01338 16.37919
C 19.13438 11.15414 16.02423
C 19.36568 9.95783 16.97983
O 19.82255 8.93856 16.06252
C 19.42625 9.21142 14.79348
O 19.57788 8.48170 13.87283
O 18.84060 10.46373 14.78601
H 18.22830 12.45584 17.36928
H 17.09782 11.38702 16.40140
H 17.87009 12.82118 15.65323
H 20.09577 11.67744 15.92004
H 18.44133 9.53948 17.33537
H 20.04187 10.10278 17.82104
C 16.88726 15.88741 8.90325
C 16.15643 16.42448 10.10262
C 15.26766 15.40331 10.71563
O 15.24607 15.85694 11.99940
C 16.38381 16.54866 12.29536
O 16.73515 16.90424 13.36880
O 17.06820 16.70796 11.16462
H 17.66874 16.60900 8.59371
H 16.13372 15.80678 8.11034
H 17.28019 14.89984 9.03609
H 15.60861 17.34243 9.86947
H 15.58433 14.35659 10.70371
H 14.27106 15.48928 10.28550
C 20.19778 17.63707 15.64500
C 20.08037 16.11182 15.76248
C 19.17033 15.51385 14.67323
O 19.81638 14.29901 14.37223
C 21.09144 14.27623 14.84042
O 21.90877 13.42735 14.64213
O 21.32307 15.42424 15.49586
H 20.71547 18.10764 16.46093
H 19.16687 17.99858 15.64021
H 20.72218 17.88727 14.71600
H 19.71493 15.85320 16.76751
H 19.12476 16.16648 13.79730
H 18.13094 15.36718 14.97750
C 17.48357 11.48338 21.90255
C 17.86405 10.03636 21.44966
C 17.39290 8.99883 22.43153
O 16.01141 8.76051 22.01616
C 15.89983 9.11257 20.71271
O 14.92908 8.86922 20.09439
O 17.07155 9.71984 20.31324
H 16.55510 11.49200 22.46006
H 17.45808 12.24423 21.11813
H 18.22869 11.76397 22.62872
H 18.90072 9.88125 21.11876
H 17.31915 9.36051 23.46672
H 17.92702 8.04252 22.40143
C 14.65238 17.65827 20.81780
C 15.09027 16.42891 20.09895
C 14.71946 16.21878 18.62783
O 15.87133 15.75044 18.02963
C 16.98464 15.84686 18.87481
O 18.08627 15.59763 18.61152
O 16.58683 16.31214 20.05704
H 13.59340 17.67893 20.95785
H 14.92661 18.53911 20.22952
H 15.09874 17.70363 21.79021
H 14.81437 15.47882 20.59768
H 14.44693 17.14450 18.12046
H 13.89458 15.54840 18.52464
C 12.17549 9.12233 13.17531
C 11.94167 10.53294 12.70048
C 12.49273 11.52511 13.70928
O 13.11819 12.51362 12.90397
C 13.38176 12.06194 11.66082
O 13.83709 12.68594 10.73570
O 12.82556 10.86096 11.56602
H 11.95339 8.45170 12.35456
H 11.56484 8.84602 14.02525
H 13.16749 8.98501 13.48207
H 10.92714 10.73260 12.29344
H 13.29539 11.03400 14.28745
H 11.75441 11.98840 14.33950
C 11.33996 15.03078 12.85670
C 11.10634 16.33256 13.50226
C 12.29242 16.91861 14.28924
O 12.20552 18.34746 14.07001
C 11.31000 18.59901 12.99703
O 11.06433 19.67524 12.68551
O 10.94463 17.35194 12.53082
H 12.29887 15.09413 12.35195
H 10.57322 14.76664 12.13284
H 11.41698 14.25374 13.64001
H 10.16917 16.38202 14.08982
H 13.21097 16.60283 13.77069
H 12.31911 16.64562 15.33198
C 12.95106 8.14810 17.38449
C 14.23039 8.11671 16.66387
C 15.23953 9.26013 16.97719
O 16.47382 8.57188 17.06672
C 16.25568 7.26562 17.25912
O 17.17879 6.54474 17.47063
O 14.96371 6.95762 17.14685
H 12.38716 7.23181 17.15529
H 12.35378 8.95934 16.97805
H 13.09284 8.24599 18.47924
H 14.16421 8.08017 15.57550
H 15.01998 9.71708 17.93565
H 15.29500 9.96872 16.16251
C 14.78468 12.35423 19.11287
C 13.74171 12.55450 17.96330
O 14.44400 12.82922 16.76362
C 14.04799 13.75789 15.90563
C 15.13230 14.03648 14.88639
O 12.97026 14.30175 15.95335
H 15.38970 11.49280 18.89343
H 14.23486 12.20408 20.03399
H 15.47267 13.22394 19.22876
H 13.05654 11.68989 17.80255
H 13.09992 13.38471 18.22506
H 15.48829 13.04366 14.58571
H 15.97106 14.54788 15.38052
H 14.89741 14.61464 13.99763
C 7.87724 14.63574 16.77215
N 9.11762 14.13065 17.25928
C 9.80012 13.10368 16.46140
C 9.55185 14.39230 18.51833
O 10.54579 13.95410 19.04816
H 7.92947 15.16922 15.81513
H 7.38431 15.37690 17.41088
H 7.12856 13.81362 16.61761
H 9.58753 13.24110 15.40807
H 10.90920 13.11092 16.60529
H 9.37412 12.12436 16.79801
H 8.87587 15.10354 19.08090

---

7.
Molecular formula: C12H17N3O2
Method: DFT, ωB97M-V/def2-TZVPD

Its frontier orbital gap is 9.1 eV. The relative energy (zero: lowest compared OMol25 entry of this formula, charge and spin) is 3.0642 eV. As for the SMILES: CC(C)c1onc2nc(C(C)(C)C)[nH]c(=O)c12.

Element x y z (Å)
C 0.90376 4.87473 -0.46389
C 1.09493 3.48909 -1.03234
C 0.57935 3.46830 -2.53428
C 0.49722 2.50323 -0.14180
O -0.23434 2.93437 0.91492
N -0.80182 1.85654 1.60201
C -0.40312 0.83703 0.92649
N -0.82528 -0.40484 1.24842
C -0.11554 -1.48434 0.75082
C -0.73010 -2.88421 0.87541
C -2.26517 -2.92472 0.56174
C -0.50960 -3.34664 2.32351
C 0.08710 -3.92964 -0.02230
N 0.94458 -1.30025 -0.05579
C 1.11858 -0.05221 -0.59410
O 1.58692 -0.15997 -1.72244
C 0.56412 1.09156 -0.08589
H 1.43207 5.63330 -1.13938
H -0.19823 5.18014 -0.44825
H 1.30768 4.95294 0.49736
H 2.20431 3.33583 -1.05355
H 0.93677 2.51009 -2.88899
H 0.89733 4.26758 -3.10809
H -0.54858 3.29034 -2.38414
H -2.52063 -2.65223 -0.41275
H -2.80620 -2.10795 1.11785
H -2.66439 -3.88454 0.87177
H 0.52171 -3.46715 2.38019
H -0.73580 -2.58950 3.08989
H -1.01057 -4.30384 2.50780
H 1.00736 -4.17648 0.39058
H 0.19449 -3.69896 -1.07935
H -0.49323 -4.89610 -0.08872
H 0.98433 -1.96148 -0.80275

---

8.
Molecular formula: C3H10N2O2
Method: DFT, ωB97M-V/def2-TZVPD

Its frontier orbital gap is 9.4 eV. The relative energy (zero: lowest compared OMol25 entry of this formula, charge and spin) is 1.6046 eV. As for the SMILES: CNC(=O)CN.O.

Element x y z (Å)
C 1.69431 -1.05517 1.16099
N 0.72475 -0.26636 0.41843
C -0.60837 -0.34370 0.71184
O -1.20376 -1.36991 0.97852
C -1.44914 0.82243 0.12954
N -0.65004 2.01400 -0.21330
H 2.38366 -1.58023 0.50498
H 1.15826 -1.78405 1.76605
H 2.24956 -0.42151 1.85806
H 1.02100 0.08668 -0.48417
H -1.94562 0.46111 -0.76123
H -2.10918 1.07718 0.96351
H -0.47530 2.54728 0.62522
H -1.15892 2.55507 -0.89750
O 1.10686 0.06971 -2.42053
H 0.39020 0.65938 -2.64631
H 1.21015 -0.76533 -2.87536

---

| no. | total energy (eV) |
| --- | --- |
| 1 | -18174.949 |
| 2 | -398954.432 |
| 3 | -85024.528 |
| 4 | -21805.581 |
| 5 | -8370.084 |
| 6 | -119015.858 |
| 7 | -21282.408 |
| 8 | -10347.883 |